115
Properties=species:S:1:pos:R:3 method="wB97M-V/def2-TZVPD" largest_force_ha_per_bohr=0.046 homo_energy_ev=-5.146 orbital_gap_ev=4.7357 charge=0 energy_ev=-145028.902 de_lowest_kj_mol=228.8
Ba -0.5728 -0.7268 -0.4896
C -1.0294 -4.9024 0.5530
P -0.9944 -3.2502 1.3364
C -0.0670 -3.6350 2.8841
C -2.7162 -3.1725 2.0071
C -2.9039 -1.9365 2.8975
P -2.6415 -0.3585 1.9687
C -4.2984 -0.1330 1.2118
C -2.7054 0.8308 3.3655
H -1.6773 -4.8370 -0.3218
H -1.3892 -5.6712 1.2398
H -0.0260 -5.1606 0.2145
H -0.5903 -4.3635 3.5083
H 0.1162 -2.7281 3.4610
H 0.9067 -4.0482 2.6148
H -2.9488 -4.0905 2.5566
H -3.3828 -3.1323 1.1402
H -2.1823 -1.9512 3.7192
H -3.9037 -1.9183 3.3452
H -5.0904 -0.2653 1.9523
H -4.4309 -0.8523 0.4021
H -4.3768 0.8734 0.7796
H -3.5933 0.6718 3.9819
H -2.7135 1.8583 2.9987
H -1.8135 0.6993 3.9806
S -2.7954 -2.5124 -1.8605
S -1.8261 -3.0390 -3.6094
S -1.1898 -1.3524 -4.6179
S 0.4015 -0.3957 -3.6717
N 2.0194 -1.6239 0.7016
C 2.7477 -0.7394 -0.2079
C 4.2414 -1.0509 -0.3516
C 5.0582 -1.3556 0.9122
C 5.2618 -0.2011 1.8916
N 5.4884 1.0511 1.1904
C 6.6278 1.5409 0.7975
N 6.6375 2.6665 0.0622
N 7.8104 0.9581 1.0859
C 2.2795 0.6881 0.1429
O 3.0798 1.6416 0.3190
O 1.0448 0.8112 0.2310
H 2.2723 -1.4377 1.6700
H 2.1750 -2.5950 0.4642
H 2.3234 -0.8932 -1.2157
H 4.7228 -0.2673 -0.9457
H 4.2888 -1.9524 -0.9712
H 6.0342 -1.7248 0.5835
H 4.5883 -2.1724 1.4637
H 6.0797 -0.4057 2.5849
H 4.3669 -0.0515 2.5066
H 4.5825 1.4314 0.7814
H 5.7573 3.0343 -0.2627
H 7.4718 2.9533 -0.4197
H 7.8253 0.2015 1.7482
H 8.6565 1.4918 0.9948
C -7.6591 4.8138 -2.1057
C -6.9354 3.8706 -1.1609
S -5.3573 4.4615 -0.6229
O -4.7869 3.4632 0.2492
O -5.4966 5.8207 -0.1634
C -4.3882 4.5129 -2.1167
C -2.9413 4.8430 -1.7958
N -2.2822 3.7398 -1.1287
C -2.1179 2.5108 -1.6696
N -1.5830 1.6794 -0.8009
C -1.4018 2.3672 0.3595
C -1.8410 3.6396 0.1746
N -1.7709 4.7272 1.0976
O -1.4908 4.4366 2.2650
O -1.9585 5.8719 0.6687
C -2.4071 2.1103 -3.0725
H -8.6975 4.5024 -2.2075
H -7.2148 4.8083 -3.0990
H -7.6424 5.8310 -1.7207
H -6.7559 2.8855 -1.5889
H -7.4702 3.7404 -0.2184
H -4.8068 5.3169 -2.7215
H -4.4998 3.5641 -2.6358
H -2.8790 5.7287 -1.1595
H -2.4007 5.0585 -2.7200
H -0.9063 1.9355 1.2201
H -2.4466 2.9629 -3.7473
H -3.3451 1.5566 -3.1333
H -1.6150 1.4289 -3.3962
N 0.7066 -2.7997 -1.4191
C 1.0174 -3.3859 -2.3647
N 1.3446 -4.0058 -3.4626
C 0.8030 -5.3112 -3.8055
C 1.9447 -6.3369 -3.8686
C 3.2810 -5.6358 -4.1434
C 3.0752 -4.4719 -5.1079
C 2.2212 -3.3777 -4.4534
H 0.3031 -5.2138 -4.7731
H 0.0318 -5.5660 -3.0806
H 1.7319 -7.0520 -4.6660
H 2.0018 -6.9030 -2.9374
H 4.0090 -6.3466 -4.5363
H 3.6892 -5.2482 -3.2058
H 2.5776 -4.8389 -6.0095
H 4.0264 -4.0445 -5.4273
H 1.6136 -2.8376 -5.1848
H 2.8304 -2.6346 -3.9373
C 0.6445 1.8392 6.0041
N 1.0358 2.3169 4.6940
C 0.8677 3.6126 4.2392
C 1.3384 3.6511 2.9777
N 1.7840 2.3856 2.6783
C 1.6087 1.5558 3.7302
S 2.0245 -0.0866 3.8328
H 1.3173 2.2253 6.7704
H 0.6993 0.7525 5.9955
H -0.3748 2.1581 6.2168
H 0.4122 4.3720 4.8421
H 1.3589 4.4508 2.2645
H 2.1661 2.0892 1.7828